Version P
47
Properties=species:S:1:pos:R:3 method="wB97M-V/def2-TZVPD" smiles=CCNCC[C@H](CCC(C)C)c1ccc2c(c1)OCO2 lumo_energy_ev=0.93 homo_ev=-7.8793 spin_multiplicity=1
C 3.41402 -2.80640 2.06048
C 3.29476 -1.29111 1.98490
N 2.00890 -0.86177 2.50451
C 1.82595 0.57949 2.53973
C 1.50766 1.18467 1.16863
C 0.12733 0.78546 0.62174
C 0.12010 -0.66264 0.11592
C -1.28319 -1.12795 -0.26279
C -1.31816 -2.56009 -0.80720
C -2.69431 -2.86112 -1.39873
C -0.98588 -3.58288 0.27679
C -0.30068 1.74474 -0.46270
C 0.45810 1.89920 -1.61461
C 0.09704 2.77610 -2.63364
C -1.05751 3.49752 -2.45751
C -1.82990 3.35265 -1.30664
C -1.47363 2.48836 -0.30175
O -2.92032 4.18308 -1.38333
C -2.80655 4.85501 -2.61832
O -1.64232 4.42291 -3.28677
H 3.37854 -3.14305 3.09481
H 4.35343 -3.13297 1.62231
H 2.59404 -3.27087 1.51915
H 4.13690 -0.82318 2.52823
H 3.35877 -0.97550 0.94053
H 1.89388 -1.23818 3.44083
H 0.99279 0.79172 3.21487
H 2.72234 1.08832 2.94095
H 2.28132 0.90376 0.45505
H 1.53700 2.27168 1.27590
H -0.59234 0.85875 1.44349
H 0.77207 -0.74606 -0.75556
H 0.52656 -1.28740 0.90921
H -1.68392 -0.45224 -1.02301
H -1.93535 -1.06403 0.61149
H -0.57272 -2.64381 -1.60641
H -3.46180 -2.77491 -0.63222
H -2.93025 -2.16362 -2.19937
H -2.72635 -3.87059 -1.80312
H -1.69887 -3.50956 1.09537
H 0.01181 -3.42128 0.67498
H -1.03181 -4.59195 -0.12767
H 1.36248 1.32381 -1.73396
H 0.69423 2.88800 -3.52303
H -2.08440 2.38899 0.58050
H -3.69082 4.63709 -3.23941
H -2.74893 5.94186 -2.44262


Version Q
47
Properties=species:S:1:pos:R:3 method="wB97M-V/def2-TZVPD" smiles="CCCCCCCCC(=O)NCCOc1ccccc1" lumo_energy_ev=0.70 homo_ev=-8.6893 spin_multiplicity=1
C -5.30382 -1.41669 0.43885
C -4.04442 -1.66626 -0.38114
C -2.81124 -1.81670 0.50518
C -1.53317 -1.97670 -0.31339
C -0.30447 -2.16855 0.57180
C 0.99538 -2.05915 -0.22202
C 2.21443 -2.40769 0.63170
C 3.52602 -2.02028 -0.05742
C 3.58439 -0.53694 -0.39221
O 3.74316 -0.11036 -1.51302
N 3.48984 0.27004 0.69727
C 3.25171 1.68660 0.59368
C 1.79174 2.03255 0.90496
O 1.01193 1.58106 -0.17616
C -0.33863 1.75982 -0.15126
C -1.00730 1.44836 -1.33626
C -2.37742 1.58157 -1.41824
C -3.10509 2.01778 -0.32130
C -2.44408 2.32819 0.85142
C -1.06618 2.20848 0.94414
H -5.48318 -2.24132 1.12562
H -5.20018 -0.50344 1.02094
H -6.17127 -1.31534 -0.20936
H -3.88710 -0.83105 -1.06615
H -4.17234 -2.57031 -0.98085
H -2.71830 -0.92979 1.13714
H -2.93823 -2.68217 1.16061
H -1.63294 -2.83191 -0.98568
H -1.39404 -1.08458 -0.92661
H -0.30936 -1.40538 1.35502
H -0.35627 -3.14419 1.06234
H 1.09524 -1.03962 -0.59959
H 0.95652 -2.72605 -1.08543
H 2.13077 -1.89994 1.59698
H 2.22363 -3.48088 0.83695
H 4.37441 -2.26959 0.58469
H 3.62891 -2.57051 -0.99321
H 3.29633 -0.15475 1.59063
H 3.90950 2.22812 1.28002
H 3.47602 1.96757 -0.43762
H 1.68236 3.11889 1.02991
H 1.48704 1.53793 1.83993
H -0.42182 1.11050 -2.17718
H -2.88121 1.34520 -2.34406
H -4.17799 2.11715 -0.38405
H -3.00036 2.67269 1.71125
H -0.57654 2.46789 1.87039


What is the least stable structure shown above? It is version P.